The following is a DFT calculation (ωB97M-V with the def2-TZVPD basis set) of a cluster of 2 separate species, C31H29BNO5 in total at a distorted geometry.

largest force on an atom	5.1	eV Å⁻¹
net charge	+1
HOMO level	-9.95	eV

Structure (XYZ):
```
67
Properties=species:S:1:pos:R:3:forces:R:3
C -4.27089 -0.23244 0.99438 -1.2601 0.5612 -0.3519
C -3.06852 -1.02288 1.17351 1.0981 -1.5141 0.3647
C -2.82655 -2.37493 1.18704 -0.3927 0.5959 0.2226
C -1.46816 -2.53631 1.55680 0.9403 0.7085 -0.0356
C -0.91677 -1.27399 1.69702 -4.1647 -2.7388 -1.0974
B -0.37334 -0.82813 -3.25433 2.5195 1.2398 -0.2301
N -1.54750 -1.17904 -4.10814 -1.5879 -0.0813 -1.6868
C -2.49205 -2.23746 -3.63809 -0.5834 -0.3423 0.6028
C -2.27078 0.13718 -4.33195 -0.1019 -0.5291 -0.5174
C -1.46722 1.17007 -3.59052 0.9459 2.2955 1.0366
O -1.58098 2.36182 -3.56127 -0.0345 -2.6135 -0.2018
O -0.40855 0.50823 -2.88402 -0.5405 -1.2979 -0.4114
C -0.84124 -1.75443 -5.33193 0.0251 0.1577 -0.2894
C 0.33624 -2.45721 -4.69468 2.1343 -1.9918 1.0411
O 0.91155 -3.47864 -4.96038 -1.5499 2.6988 0.2614
O 0.69857 -1.67492 -3.51605 -1.7001 0.2258 -0.3353
O -1.91486 -0.36288 1.46464 -0.2361 -0.0669 -0.0186
H -5.14803 -0.83337 1.26232 0.1574 0.1730 -0.0270
H -4.27131 0.66897 1.61874 0.0461 -0.2001 -0.1718
H -4.41056 0.06808 -0.05492 0.0175 0.1544 0.2182
H -3.52078 -3.18639 1.00189 -0.0614 0.3079 0.0996
H -0.92890 -3.47027 1.64600 -0.2057 0.2112 -0.0678
H -3.01314 -2.64240 -4.51430 0.1232 0.0823 0.3686
H -1.94873 -3.02724 -3.10407 -0.1141 0.1724 -0.2198
H -3.22625 -1.77381 -2.97255 0.2672 -0.2558 0.0565
H -2.30018 0.34658 -5.40604 -0.1277 0.1503 0.2729
H -3.28780 0.06310 -3.93445 0.2334 0.1644 -0.1416
H -1.48377 -2.44593 -5.88446 0.1170 0.1910 0.1825
H -0.51755 -0.94391 -6.00934 0.0387 -0.2989 0.4154
C 2.18406 5.13259 -0.65658 -0.0965 -0.0539 0.1620
C 2.34490 3.85923 -1.22018 -0.3786 0.0621 0.1242
C 1.80972 2.73537 -0.58165 0.0848 0.4379 0.3731
C 1.20438 2.87041 0.68263 -0.3263 0.6149 -0.2368
C 0.76345 1.71139 1.48247 -0.4531 -0.4579 0.1807
C 0.44953 0.51450 0.94353 0.3720 0.7340 0.4115
C 0.40161 -0.79083 1.71010 2.8668 0.7912 -0.0293
C 1.38763 -1.81649 1.07719 -0.1228 0.5152 0.5143
C 1.58068 -3.05121 1.69507 0.4822 -0.3189 -0.1282
C 2.57834 -3.92129 1.23423 -0.3803 0.2229 0.1174
C 3.43359 -3.54135 0.19799 -0.1490 0.1175 0.2315
C 3.22787 -2.31217 -0.41965 -0.2881 -0.1028 0.0476
C 2.18087 -1.47815 -0.01529 0.2536 -0.2450 -0.1242
C 0.68494 1.85230 2.97766 0.3740 0.2483 -0.1127
C -0.46089 1.40411 3.64436 0.0977 -0.2254 -0.1701
C -0.40807 1.07385 4.99187 0.2482 0.2993 0.1145
C 0.74187 1.38203 5.72514 0.0089 -0.1024 -0.1184
C 1.79619 2.06830 5.11316 -0.1175 0.0434 -0.1826
C 1.76961 2.31213 3.73522 -0.0534 -0.4258 0.2309
C 1.03149 4.15801 1.22648 0.0901 -0.0756 -0.2608
C 1.50185 5.28548 0.55957 0.0781 -0.2850 -0.2717
H 2.57495 6.01413 -1.16811 -0.0604 -0.3041 0.1371
H 2.87500 3.74284 -2.16887 -0.2110 0.0743 0.2961
H 1.87694 1.75231 -1.04878 0.2011 0.2207 0.2078
H 0.22888 0.43925 -0.12907 0.3782 0.0560 0.3386
H 0.70299 -0.65957 2.76769 0.2725 0.2447 -0.5316
H 0.97075 -3.33496 2.55794 0.3179 0.1125 -0.2692
H 2.67452 -4.89459 1.70649 0.1483 0.1454 -0.0237
H 4.26648 -4.18188 -0.09092 -0.2752 0.1375 -0.0052
H 3.88413 -1.98521 -1.21549 -0.0117 -0.0456 -0.0610
H 2.00791 -0.55033 -0.55575 0.2496 -0.1056 0.2624
H -1.37653 1.27749 3.07295 0.2529 -0.3251 0.0815
H -1.24715 0.54626 5.44191 0.1305 0.3098 0.0727
H 0.81661 1.07803 6.76857 -0.0238 0.1904 -0.2107
H 2.66358 2.37828 5.69645 -0.2446 -0.1018 -0.1249
H 2.60512 2.80621 3.23602 -0.1297 -0.2763 0.1652
H 0.50234 4.26596 2.17699 0.2570 -0.0321 -0.3137
H 1.32794 6.27012 0.99776 0.1546 -0.2542 -0.2336
```
Positions in Å, forces in eV/Å.

Mulliken atomic charge list, values in e, 2 entries: atom 1 (C): -1.29, atom 2 (C): 0.18